Record 1
# C52H78O26

A 13-piece molecular cluster, C52H78O26 overall at a distorted geometry (ωB97M-V/def2-TZVPD, the Open Molecules 2025 dataset).

Geometry as XYZ:
```
156
Properties=species:S:1:pos:R:3:forces:R:3
O -5.7065 1.3818 0.2738 1.21 -2.23 -0.22
C -5.3831 0.2158 0.0219 -2.26 3.69 -0.92
O -6.3897 -0.6640 -0.2256 -0.36 1.15 0.47
C -5.9543 -1.9766 -0.2731 2.30 -0.81 -1.32
C -4.3866 -1.8152 -0.5392 -0.02 -0.73 1.15
C -4.0205 -0.3432 -0.2099 -0.90 -1.60 0.82
H -6.3172 -2.5326 -1.1376 -0.62 0.38 -0.04
H -6.2760 -2.5301 0.6090 0.47 0.17 0.24
H -4.1094 -2.0766 -1.5605 -0.22 -0.02 0.03
H -3.9044 -2.5031 0.1553 0.37 0.07 -0.24
H -3.3925 0.1603 -0.9449 -0.40 0.23 0.06
H -3.5867 -0.2524 0.7859 0.57 -0.21 -0.05
O 2.1658 -3.6192 -0.0893 1.97 -1.75 -0.90
C 3.0026 -4.2121 -0.7743 -0.89 1.35 0.55
O 3.6234 -5.4024 -0.4325 -1.62 1.92 0.83
C 4.4204 -5.8559 -1.4961 -0.82 0.40 -2.32
C 3.7809 -5.1393 -2.7702 1.90 -0.38 1.32
C 3.4849 -3.7391 -2.1674 -0.54 -1.32 -0.76
H 4.3297 -6.9374 -1.5974 0.20 0.10 0.35
H 5.4483 -5.5165 -1.3684 0.06 -0.22 0.07
H 2.8573 -5.6342 -3.0704 0.01 0.03 0.12
H 4.5281 -5.2715 -3.5527 -0.25 0.62 -0.28
H 2.7429 -3.2318 -2.7839 -0.62 -0.13 0.59
H 4.2680 -2.9810 -2.1601 0.64 -0.55 0.46
O -0.1344 8.0404 -3.2471 -0.05 -1.62 2.77
C -0.1680 7.4069 -2.1913 0.62 0.61 -1.62
O 0.6575 6.3255 -1.9501 0.19 0.94 -1.29
C 0.1727 5.4570 -0.9298 -1.41 1.07 0.06
C -0.6318 6.4262 -0.0058 0.51 0.23 -0.66
C -1.0340 7.6322 -0.9593 0.18 -1.11 0.61
H 0.9848 4.8662 -0.5061 -0.12 0.43 0.07
H -0.5364 4.7849 -1.4129 0.10 -0.32 0.17
H 0.0398 6.8772 0.7247 -0.06 -0.32 0.25
H -1.4232 5.8644 0.4905 -0.15 0.39 -0.05
H -0.7778 8.5664 -0.4594 0.13 0.06 -0.31
H -2.0811 7.7324 -1.2449 0.00 -0.33 -0.01
O -1.9327 2.3953 -1.7428 -2.39 1.43 -0.98
C -2.8719 3.0922 -2.1427 1.25 -0.25 1.47
O -3.0966 4.3468 -1.6672 2.85 -0.87 1.47
C -4.2899 4.9633 -2.0865 1.22 -0.45 -0.52
C -4.5381 4.2035 -3.3745 -2.08 0.83 -0.33
C -3.8693 2.8786 -3.2341 0.40 -0.76 -0.63
H -4.0349 5.9912 -2.3441 -0.40 0.15 0.59
H -4.9127 4.8134 -1.2046 -0.92 0.42 -0.65
H -4.1025 4.7181 -4.2309 -0.23 0.31 0.18
H -5.6238 4.1757 -3.4667 0.02 -0.37 -0.67
H -3.2155 2.7100 -4.0898 -0.30 -0.39 -0.29
H -4.5693 2.0488 -3.1357 0.35 -0.15 0.35
O -4.3409 0.9971 4.4652 0.97 -0.53 0.19
C -3.5519 1.7580 3.9881 -0.53 1.75 -0.44
O -2.2049 1.8303 4.2514 -1.89 -3.42 0.94
C -1.5745 2.9045 3.6769 0.88 0.85 -0.75
C -2.5525 3.3941 2.5671 0.36 1.08 0.40
C -3.9057 2.9345 3.0564 0.25 -0.34 0.10
H -0.5778 2.6197 3.3399 -0.21 -0.36 -0.61
H -1.3152 3.4814 4.5646 -0.51 1.44 -0.44
H -2.4145 2.9846 1.5664 0.77 -0.17 0.16
H -2.5098 4.4805 2.4892 0.07 -0.01 -0.17
H -4.5689 2.6219 2.2498 0.01 -0.18 0.12
H -4.4090 3.7394 3.5921 -0.11 -0.29 0.39
O -2.8862 -2.1854 2.3731 0.14 -0.46 1.90
C -2.6260 -2.4121 3.5558 -1.64 0.63 -1.29
O -1.3963 -2.5770 3.9593 1.42 0.03 -0.63
C -1.2854 -2.6614 5.3839 1.74 -0.44 -0.31
C -2.5917 -2.1980 5.9245 -0.62 0.66 0.21
C -3.5315 -2.5622 4.7972 -0.21 -0.02 -1.22
H -0.3866 -2.0777 5.5829 -0.26 0.27 0.52
H -1.0001 -3.6919 5.5956 -0.40 -0.17 0.28
H -2.6472 -1.1098 5.9526 0.36 0.12 0.36
H -2.8263 -2.5906 6.9139 -0.07 -0.09 -0.20
H -4.4006 -1.9098 4.7132 -0.02 -0.29 0.03
H -3.7920 -3.6204 4.7784 -0.38 -0.07 0.19
O -3.0018 -7.3479 -0.5259 1.55 1.68 -0.35
C -2.2061 -6.4318 -0.3990 -1.37 -2.39 2.20
O -1.5318 -6.3101 0.8214 -0.10 -0.18 -1.10
C -0.7339 -5.1268 0.8539 -0.22 0.32 0.17
C -1.2129 -4.2704 -0.2875 -0.36 0.46 -0.98
C -1.9020 -5.2803 -1.2608 0.69 1.44 -0.55
H 0.3387 -5.2949 0.7565 -0.07 -0.60 0.17
H -0.9477 -4.5894 1.7778 0.23 -0.31 0.25
H -0.3638 -3.7445 -0.7242 -0.08 -0.09 -0.26
H -1.8628 -3.4977 0.1232 -0.41 -0.14 -0.31
H -1.2345 -5.5218 -2.0879 0.35 -0.47 0.23
H -2.7872 -4.9749 -1.8187 -0.24 0.29 0.53
O 2.1297 4.0645 -6.9284 0.26 -0.23 2.74
C 2.1189 3.8498 -5.7011 -1.83 0.20 -5.89
O 2.8592 4.4916 -4.8743 1.27 1.50 -0.12
C 2.6285 4.1397 -3.5449 1.66 -0.89 0.89
C 1.4512 3.1470 -3.6284 -0.16 -0.62 1.39
C 1.3043 2.7307 -5.0995 0.30 2.42 0.20
H 2.6300 5.0764 -2.9874 -1.46 -0.06 0.13
H 3.5764 3.7575 -3.1661 0.08 -0.91 -0.11
H 0.6480 3.7710 -3.2366 -0.79 -0.45 -0.64
H 1.4502 2.2677 -2.9843 0.58 0.31 0.46
H 0.2606 2.7480 -5.4135 0.28 0.07 -0.32
H 1.8557 1.9921 -5.6814 -0.19 -1.38 1.25
O 0.5801 2.6053 -0.2934 0.26 0.10 -0.82
C 0.2992 1.5128 0.1202 0.36 0.69 -4.09
O 0.2705 1.3223 1.3661 -0.76 -0.71 4.55
C -0.2426 0.0358 1.6919 -0.01 -1.80 -0.10
C 0.2135 -0.8259 0.4776 -0.71 -0.12 0.73
C 0.0553 0.1841 -0.6413 0.96 1.01 0.05
H -1.3250 -0.0123 1.8109 -0.14 0.59 -0.13
H 0.1747 -0.2701 2.6513 0.16 0.01 -0.15
H -0.3891 -1.7079 0.2610 -0.03 0.04 0.55
H 1.2251 -1.1531 0.7181 0.06 0.05 -0.63
H -0.9098 0.1985 -1.1477 -0.12 0.00 0.34
H 0.8043 0.1208 -1.4307 0.09 -0.03 -0.02
O 5.9555 0.6470 -2.6868 -1.06 -0.11 1.32
C 5.3916 0.3964 -1.6383 0.28 0.60 -2.07
O 6.0054 -0.2486 -0.6569 -0.19 -1.15 -0.10
C 5.0700 -0.4295 0.4060 0.62 -0.01 1.80
C 3.6670 -0.2365 -0.0969 0.31 0.36 0.24
C 3.9513 0.7347 -1.1869 0.29 0.35 -2.13
H 5.3923 0.3696 1.0737 -0.50 -0.32 0.73
H 5.1363 -1.4105 0.8765 0.72 0.12 -0.01
H 3.0240 0.1585 0.6896 -0.02 -0.13 -0.04
H 3.2760 -1.1829 -0.4706 -0.20 0.08 -0.04
H 3.9925 1.7946 -0.9359 -0.28 0.01 0.37
H 3.2918 0.6240 -2.0477 0.03 0.24 -0.06
O -0.7781 -1.9220 -7.2847 1.03 1.67 4.82
C -0.7084 -1.4321 -6.1027 -1.66 -2.94 -7.10
O -1.0991 -0.1797 -5.9378 0.59 0.87 -1.25
C -1.2744 0.1208 -4.5926 -0.79 0.12 0.84
C -1.3473 -1.2382 -3.9684 0.27 -0.28 2.92
C -0.5454 -2.1415 -4.8173 0.68 -0.17 -0.69
H -2.2457 0.6056 -4.4938 0.28 0.43 0.08
H -0.4624 0.7381 -4.2083 -0.05 0.12 -0.01
H -2.3650 -1.6156 -3.8690 0.00 0.20 0.14
H -0.8099 -1.2421 -3.0201 -0.83 0.18 0.59
H -0.9136 -3.1674 -4.8062 0.35 0.12 -0.39
H 0.5137 -2.0774 -4.5678 0.12 -0.32 0.16
O 2.8082 -6.9631 4.1314 1.31 2.36 -0.09
C 3.1599 -5.8373 3.8014 -1.68 -2.32 -1.70
O 4.4298 -5.5105 3.4124 -0.41 -1.63 1.25
C 4.5210 -4.1961 2.9873 1.03 1.43 -0.91
C 3.1947 -3.5570 3.2008 -1.27 1.28 -0.20
C 2.1995 -4.6772 3.4377 1.31 0.22 1.46
H 4.8213 -4.1398 1.9410 -0.07 -0.48 -0.23
H 5.2974 -3.6335 3.5058 0.12 -0.36 0.36
H 2.8740 -2.9962 2.3229 0.20 0.30 0.13
H 3.2539 -2.8910 4.0615 -0.14 0.11 -0.08
H 1.5444 -4.8200 2.5784 0.15 -0.61 0.29
H 1.6586 -4.4621 4.3593 -0.54 -0.18 -0.30
O 4.9468 -0.2228 3.7328 -1.56 2.83 0.57
C 4.3540 0.8583 3.8667 1.28 -1.88 -0.75
O 5.0179 2.0426 3.9862 -0.76 -0.54 0.51
C 4.0677 3.1454 4.0968 1.09 0.16 -0.93
C 2.7959 2.6715 3.4809 -1.39 -1.34 0.47
C 2.8377 1.1013 3.7535 0.92 1.18 -0.67
H 4.5078 3.9345 3.4872 0.05 0.19 0.39
H 3.9200 3.4785 5.1241 0.37 -0.26 0.08
H 2.6724 2.8981 2.4219 0.45 -0.29 -0.10
H 1.9704 3.2126 3.9434 -0.22 -0.36 0.19
H 2.5212 0.5356 2.8772 -0.23 -0.04 0.20
H 2.3431 0.7161 4.6452 -0.11 0.27 -0.02
```
Forces are in eV/Å.

Net charge = 0
Orbital gap = 9.26 eV
Molecular weight = 1119.17 u
E_LUMO = -0.1733 eV
Relative energy (zero: lowest compared OMol25 entry of this formula, charge and spin) = 501.7 kJ/mol



Record 2
# C52H81BaN3O6S

C52H81BaN3O6S as an isolated structure at a distorted geometry (ωB97M-V/def2-TZVPD, the Open Molecules 2025 dataset).

Geometry as XYZ:
```
144
Properties=species:S:1:pos:R:3:forces:R:3
Ba 0.9868 0.2907 -1.3728 -1.40 0.83 0.62
C -0.9423 -5.3280 5.0709 0.01 -0.05 -0.04
C -0.9237 -3.8000 5.1319 0.00 0.00 -0.05
C 0.1963 -3.3794 6.0929 0.01 0.03 0.07
C -2.2706 -3.3406 5.7089 -0.02 0.02 0.05
C -0.7016 -3.1598 3.7591 -0.02 0.02 0.18
C -0.6671 -1.7674 3.6473 0.03 0.01 -0.06
C -0.4729 -1.1370 2.4340 0.08 -0.34 -0.01
C -0.4526 0.3638 2.3195 0.11 0.10 0.04
N -1.7210 0.9645 1.9220 0.06 -0.06 0.02
C -1.9264 2.2858 2.4326 -0.02 -0.01 -0.04
C -1.0407 3.3874 1.8118 -0.04 0.10 0.10
N -0.7162 3.2725 0.4023 0.03 -0.07 -0.06
C -1.8400 3.4773 -0.4940 0.03 0.14 0.04
C -2.9323 2.4269 -0.4658 -0.06 -0.05 -0.02
N -2.4873 1.1148 -0.9231 0.06 0.02 -0.01
C -3.0037 0.0295 -0.1048 -0.12 -0.14 0.01
C -2.8329 0.1966 1.4306 -0.08 0.05 0.02
C -2.9035 0.9838 -2.3287 -0.09 0.08 0.02
C -2.5651 -0.2598 -3.0920 0.07 -0.25 -0.06
C -3.4939 -1.2874 -3.1744 -0.11 0.09 -0.03
C -3.3212 -2.3706 -4.0228 0.06 -0.13 0.06
C -2.1861 -2.3374 -4.8338 -0.05 0.00 -0.01
C -1.2351 -1.3268 -4.8285 -0.13 0.09 0.06
C -1.3562 -0.2830 -3.8496 0.14 0.08 0.06
O -0.4619 0.6276 -3.6378 0.21 0.02 0.16
C -0.1671 -1.3861 -5.9322 -0.07 -0.11 -0.08
C 0.6795 -0.1211 -6.0916 -0.02 0.05 -0.01
C -0.8852 -1.5932 -7.2856 0.04 0.01 0.00
C 0.7707 -2.5759 -5.6939 0.09 -0.05 0.01
C -4.3178 -3.5249 -4.1460 -0.03 0.11 -0.03
C -3.6513 -4.8519 -3.7691 0.04 -0.09 -0.04
C -4.8256 -3.6231 -5.5929 -0.01 0.00 -0.04
C -5.5297 -3.3323 -3.2340 -0.03 0.01 0.08
C 0.3228 4.2503 0.0190 -0.09 0.02 0.00
C 1.5265 4.2922 0.9061 0.13 -0.07 0.02
C 1.6413 5.2664 1.8796 -0.01 0.05 -0.01
C 2.6942 5.2920 2.7868 -0.09 0.14 0.05
C 3.6669 4.3086 2.6323 0.20 0.00 -0.09
C 3.6490 3.3390 1.6370 -0.26 0.03 -0.11
C 2.5103 3.2707 0.7597 0.05 -0.14 0.16
O 2.3335 2.3326 -0.1040 -0.08 -0.34 -0.28
C 4.7622 2.2934 1.5684 0.13 -0.03 -0.02
C 5.9933 2.7095 2.3914 -0.06 -0.09 0.14
C 4.2281 0.9675 2.1303 0.00 -0.08 -0.07
C 5.2577 2.0602 0.1301 -0.02 0.15 0.17
C 2.7319 6.3583 3.8827 0.08 -0.07 0.02
C 2.7781 7.7557 3.2537 -0.03 0.11 -0.02
C 3.9513 6.2086 4.7951 0.04 -0.05 -0.02
C 1.4756 6.2488 4.7577 -0.07 0.02 0.02
C -0.3129 -1.9169 1.2534 0.09 0.37 0.11
O -0.1610 -1.2855 0.1423 0.19 0.03 -0.60
C -0.3205 -3.3322 1.3387 -0.07 0.10 0.28
C -0.5209 -3.9019 2.5953 0.00 -0.04 -0.14
C -0.1342 -4.1661 0.0717 0.07 -0.05 0.02
C -1.2381 -3.8437 -0.9394 -0.17 0.00 -0.14
C -0.2102 -5.6689 0.3687 -0.02 -0.01 -0.02
C 1.2377 -3.9114 -0.5787 0.04 0.02 -0.02
H -1.1115 -5.7370 6.0713 0.00 0.02 0.00
H 0.0033 -5.7297 4.7007 0.01 0.03 0.00
H -1.7393 -5.6927 4.4192 -0.01 0.01 0.01
H 0.0432 -3.8216 7.0839 0.00 0.01 -0.01
H 0.2306 -2.2951 6.2084 -0.01 0.00 0.00
H 1.1700 -3.7002 5.7179 -0.01 -0.02 -0.03
H -2.4357 -3.7745 6.7015 0.00 0.00 -0.01
H -3.0922 -3.6443 5.0569 0.02 -0.02 -0.02
H -2.3114 -2.2546 5.8036 0.02 0.00 0.00
H -0.7925 -1.1465 4.5316 0.00 0.00 0.00
H 0.3427 0.7324 1.6478 -0.05 -0.33 0.10
H -0.1858 0.7626 3.3123 -0.09 0.02 0.01
H -1.7131 2.3132 3.5188 0.01 0.04 -0.01
H -2.9802 2.5467 2.3394 -0.02 0.00 -0.02
H -0.0958 3.3942 2.3522 0.02 -0.04 -0.03
H -1.5190 4.3681 2.0331 0.00 -0.02 0.00
H -1.4373 3.5247 -1.5105 -0.01 -0.04 -0.01
H -2.3040 4.4699 -0.3005 -0.01 -0.03 0.01
H -3.7578 2.7879 -1.1028 0.06 0.04 -0.02
H -3.3693 2.3544 0.5210 0.02 -0.01 0.07
H -2.5229 -0.8911 -0.4330 0.05 0.04 0.02
H -4.0944 -0.1075 -0.2789 0.04 0.01 0.01
H -2.8062 -0.8138 1.8513 0.00 0.00 -0.04
H -3.7462 0.6525 1.8331 0.01 0.01 -0.03
H -2.4629 1.8308 -2.8605 0.01 -0.01 -0.02
H -4.0057 1.1037 -2.3646 0.01 -0.02 -0.01
H -4.3895 -1.1957 -2.5681 0.00 -0.02 0.00
H -2.0489 -3.1449 -5.5475 -0.01 -0.01 0.05
H 0.0531 0.7520 -6.2852 -0.01 0.00 0.02
H 1.3468 -0.2675 -6.9490 0.00 0.03 0.02
H 1.2738 0.0840 -5.2098 0.03 -0.05 0.06
H -1.6574 -0.8331 -7.4249 0.01 0.01 -0.02
H -1.3607 -2.5735 -7.3620 0.01 0.04 0.00
H -0.1660 -1.5093 -8.1061 0.02 -0.02 0.01
H 1.3408 -2.4480 -4.7734 -0.05 0.02 -0.04
H 1.4810 -2.6645 -6.5236 0.02 0.01 0.00
H 0.2090 -3.5119 -5.6340 -0.02 0.01 0.02
H -2.7731 -5.0443 -4.3890 -0.01 0.02 -0.01
H -4.3512 -5.6851 -3.9015 0.01 0.00 0.00
H -3.3205 -4.8392 -2.7315 0.01 0.03 0.06
H -4.0103 -3.8437 -6.2839 0.00 0.01 0.00
H -5.2784 -2.6800 -5.9065 -0.01 0.00 0.02
H -5.5739 -4.4174 -5.6907 0.01 -0.01 0.02
H -5.2308 -3.2823 -2.1849 0.01 0.00 0.00
H -6.2195 -4.1739 -3.3479 0.02 0.00 -0.01
H -6.0747 -2.4153 -3.4701 0.02 -0.01 -0.04
H -0.1293 5.2623 -0.0125 0.01 -0.01 0.04
H 0.6258 3.9949 -0.9994 0.03 0.02 -0.01
H 0.8499 6.0113 1.9426 0.00 -0.01 0.00
H 4.5031 4.2959 3.3169 -0.02 0.06 0.02
H 5.8152 2.6433 3.4691 -0.03 0.03 -0.02
H 6.3143 3.7298 2.1671 0.00 -0.02 -0.08
H 6.8213 2.0357 2.1601 -0.01 -0.03 0.02
H 3.8980 1.0954 3.1647 0.01 0.00 0.00
H 5.0049 0.1967 2.0997 0.00 0.00 0.02
H 3.3871 0.6119 1.5338 0.02 0.04 0.00
H 5.5716 3.0058 -0.3227 -0.03 -0.01 -0.03
H 4.4799 1.6050 -0.4666 -0.01 -0.01 -0.07
H 6.1191 1.3870 0.1493 -0.01 -0.03 -0.03
H 3.6737 7.8768 2.6407 0.01 -0.04 0.01
H 2.7813 8.5320 4.0274 0.00 -0.01 0.00
H 1.9144 7.9256 2.6086 0.00 -0.01 0.01
H 4.8844 6.3074 4.2361 -0.01 0.01 -0.01
H 3.9585 5.2342 5.2880 -0.01 0.01 0.01
H 3.9400 6.9796 5.5709 -0.04 0.01 -0.02
H 0.5689 6.3875 4.1664 0.01 0.01 -0.01
H 1.4836 7.0051 5.5506 0.00 0.00 -0.01
H 1.4141 5.2620 5.2209 0.03 0.00 0.00
H -0.5356 -4.9803 2.6644 0.00 -0.02 0.02
H -2.2235 -4.0694 -0.5179 0.01 -0.03 0.01
H -1.1065 -4.4498 -1.8409 -0.01 0.00 -0.02
H -1.2338 -2.7957 -1.2355 0.05 -0.02 0.03
H -1.1748 -5.9495 0.7998 -0.01 0.01 0.00
H 0.5784 -5.9911 1.0535 0.01 0.02 0.01
H -0.0879 -6.2252 -0.5641 0.00 0.02 0.00
H 1.3715 -2.8889 -0.9310 -0.11 -0.06 0.14
H 1.3530 -4.5643 -1.4497 0.01 -0.02 0.02
H 2.0428 -4.1339 0.1258 0.01 0.00 0.00
C 3.4056 1.3515 -3.0721 0.49 -0.33 -0.26
S 3.5983 -0.4430 -2.7299 0.10 0.32 0.02
O 2.3638 -1.0426 -3.2559 0.16 -0.10 -0.40
O 4.8245 -0.8729 -3.3584 -0.07 0.05 0.02
O 3.5541 -0.5371 -1.2644 0.45 0.00 0.03
H 4.3221 1.6434 -3.5808 -0.06 0.14 -0.02
H 3.2949 1.9400 -2.1590 0.04 -0.18 0.09
H 2.5521 1.5221 -3.7280 0.01 -0.15 -0.11
```
Forces are in eV/Å.

Net charge = -2
Orbital gap = 6.14 eV
Molecular weight = 1013.63 u
E_LUMO = 3.8838 eV
Relative energy (zero: lowest compared OMol25 entry of this formula, charge and spin) = 36.8 kJ/mol